{"formula": "C59H45BiClN7O5S2", "method": "wB97M-V/def2-TZVPD", "symbols": ["Bi", "C", "O", "C", "C", "C", "C", "C", "C", "C", "C", "C", "C", "C", "N", "C", "C", "C", "C", "C", "C", "C", "C", "C", "C", "O", "C", "C", "C", "C", "N", "C", "C", "C", "C", "C", "C", "O", "C", "C", "C", "C", "C", "C", "C", "N", "C", "C", "N", "C", "C", "C", "C", "O", "C", "C", "C", "H", "H", "H", "H", "H", "H", "H", "H", "H", "H", "H", "H", "H", "H", "H", "H", "H", "H", "H", "H", "H", "H", "H", "H", "H", "H", "H", "H", "H", "H", "H", "H", "H", "H", "H", "H", "S", "C", "C", "C", "C", "N", "C", "C", "C", "S", "C", "N", "H", "H", "C", "C", "N", "O", "H", "H", "H", "H", "H", "Cl", "C", "H", "H"], "positions_angstrom": [[-0.2573, -0.4504, 0.2645], [-5.9458, 4.2431, -6.4994], [-5.4315, 4.6326, -5.2593], [-4.7575, 3.6846, -4.5141], [-4.6029, 2.3526, -4.8697], [-3.8807, 1.5024, -4.0501], [-3.2922, 1.9507, -2.8704], [-3.4769, 3.2888, -2.5189], [-4.1981, 4.1410, -3.3230], [-2.5324, 1.0349, -2.0080], [-1.5324, 0.2718, -2.5643], [-1.1444, 0.2832, -3.9551], [-0.2627, -0.7230, -4.1347], [-0.0087, -1.3178, -2.8439], [-0.7975, -0.6949, -1.9140], [0.8515, -2.3666, -2.6277], [1.2142, -2.8941, -1.3446], [2.2246, -3.8319, -1.1230], [2.4028, -3.9220, 0.2592], [1.4689, -3.0657, 0.8411], [1.2197, -2.8869, 2.2431], [2.2185, -3.3831, 3.2013], [2.8519, -2.4652, 4.0462], [3.8503, -2.8593, 4.9094], [4.2463, -4.1951, 4.9614], [5.2865, -4.4803, 5.8298], [5.6577, -5.8179, 5.9987], [3.5890, -5.1267, 4.1711], [2.5909, -4.7189, 3.2997], [0.0790, -2.3107, 2.7459], [-0.8788, -1.6283, 2.0412], [-1.9198, -1.3499, 2.8922], [-3.0561, -0.6468, 2.5767], [-4.1221, -0.5728, 3.5900], [-3.9031, 0.0256, 4.8240], [-4.8820, 0.0532, 5.8030], [-6.1140, -0.5345, 5.5568], [-7.1489, -0.6054, 6.4710], [-6.9571, 0.0296, 7.7034], [-6.3560, -1.1225, 4.3165], [-5.3748, -1.1364, 3.3472], [-3.3016, 0.0379, 1.3480], [-4.4339, 0.8082, 1.0634], [-4.2630, 1.3279, -0.2103], [-3.0260, 0.8720, -0.6739], [-2.4444, 0.0925, 0.2872], [-1.6267, -1.9556, 4.1692], [-0.3935, -2.4988, 4.0924], [0.7535, -2.4411, -0.1419], [1.5128, -2.9804, -3.7881], [1.3653, -4.3437, -4.0407], [2.0097, -4.9616, -5.0968], [2.8035, -4.2129, -5.9566], [3.4691, -4.7311, -7.0589], [3.7135, -6.1106, -7.0602], [2.9535, -2.8476, -5.7258], [2.3244, -2.2433, -4.6565], [-6.4144, 5.1325, -6.9232], [-6.7015, 3.4535, -6.4013], [-5.1527, 3.8974, -7.1746], [-5.0449, 1.9550, -5.7722], [-3.7894, 0.4594, -4.3197], [-3.0489, 3.6614, -1.6013], [-4.3406, 5.1741, -3.0492], [-1.5008, 0.9821, -4.6916], [0.1925, -1.0441, -5.0544], [2.7998, -4.3445, -1.8737], [3.1190, -4.5377, 0.7742], [2.5509, -1.4286, 4.0032], [4.3511, -2.1501, 5.5530], [6.4461, -5.8106, 6.7532], [6.0530, -6.2619, 5.0759], [4.8183, -6.4293, 6.3513], [3.8386, -6.1768, 4.2242], [2.0773, -5.4550, 2.6977], [-2.9433, 0.4772, 5.0251], [-4.6617, 0.5361, 6.7443], [-7.8712, -0.1373, 8.2724], [-6.7957, 1.1058, 7.5797], [-6.1100, -0.3997, 8.2496], [-7.3232, -1.5717, 4.1400], [-5.5656, -1.6062, 2.3925], [-5.2712, 0.9778, 1.7126], [-4.9511, 1.9510, -0.7509], [-2.3010, -1.9750, 5.0059], [0.1445, -3.0360, 4.8529], [0.7236, -4.9231, -3.3909], [1.8698, -6.0241, -5.2416], [4.2332, -6.3216, -7.9943], [2.7896, -6.7011, -7.0289], [4.3552, -6.3994, -6.2159], [3.5818, -2.2807, -6.3974], [2.4772, -1.1897, -4.4675], [1.3007, 2.6419, 0.1201], [-0.2403, 3.0632, 0.8925], [-1.0862, 4.0122, 0.3810], [-2.2673, 4.3400, 1.0610], [-3.0568, 5.3955, 0.5958], [-3.6501, 6.3048, 0.2070], [-2.5793, 3.6471, 2.2554], [-1.7067, 2.7046, 2.7676], [-0.4939, 2.4157, 2.1278], [0.6722, 1.3823, 2.7888], [-3.7536, 3.9601, 2.9639], [-4.6846, 4.2438, 3.5763], [-0.8465, 4.5459, -0.5267], [-1.9464, 2.1858, 3.6832], [3.4401, -0.1851, 0.8874], [3.4437, -0.4138, -0.5998], [4.1161, -1.5454, -0.9632], [2.9715, 0.3503, -1.4170], [4.4180, -0.4062, 1.3105], [2.7183, -0.8529, 1.3547], [3.1537, 0.8361, 1.1129], [4.1445, -2.2980, -0.2865], [3.9669, -1.8552, -1.9129], [0.9888, 4.3634, -2.3629], [0.8944, 2.7295, -1.6288], [1.6434, 2.1157, -2.1282], [-0.1117, 2.3508, -1.8138]], "atomic_forces_ev_per_a": [[0.443, 0.781, 0.296], [-0.068, -0.082, -0.183], [0.146, -0.088, 0.363], [0.066, 0.130, 0.050], [-0.262, 0.267, -0.395], [0.015, 0.028, 0.400], [-0.083, 0.030, -0.316], [-0.024, -0.078, -0.120], [-0.169, 0.149, -0.236], [0.360, -0.166, -0.066], [-0.418, 0.390, 0.006], [0.226, -0.049, -0.155], [-0.109, 0.218, -0.133], [0.300, -0.665, -0.314], [-0.133, -0.209, 0.177], [-0.302, 0.364, -0.018], [0.396, -0.404, -0.340], [-0.156, -0.128, -0.026], [0.039, -0.107, 0.068], [0.293, -0.228, 0.154], [-0.392, 0.153, 0.062], [0.164, -0.085, 0.071], [0.068, -0.161, -0.049], [0.250, -0.234, 0.190], [0.024, 0.144, 0.137], [-0.329, 0.339, -0.219], [0.046, -0.212, 0.006], [0.350, -0.263, 0.248], [-0.151, 0.267, 0.004], [0.333, -0.307, -0.093], [-0.044, -0.147, -0.427], [-0.643, 0.124, 0.011], [0.376, -0.135, 0.162], [0.038, 0.076, 0.252], [-0.078, -0.014, -0.292], [-0.288, -0.005, 0.364], [-0.096, -0.078, 0.007], [0.131, -0.077, -0.457], [0.030, 0.077, 0.147], [-0.124, 0.042, 0.185], [-0.025, 0.000, 0.198], [-0.334, 0.089, 0.211], [0.001, -0.064, 0.075], [0.100, 0.101, -0.063], [-0.265, 0.125, -0.151], [0.096, -0.344, 0.002], [0.133, -0.144, 0.122], [-0.200, 0.189, 0.288], [-0.222, -0.087, -0.086], [0.138, -0.121, -0.196], [-0.034, 0.322, 0.035], [0.129, -0.243, -0.298], [0.143, 0.102, -0.014], [-0.229, 0.375, 0.267], [0.044, -0.212, 0.025], [0.095, -0.291, -0.332], [0.031, -0.219, 0.196], [0.021, -0.092, -0.013], [0.054, 0.028, -0.021], [-0.064, -0.019, 0.027], [-0.036, 0.032, -0.077], [0.006, -0.037, 0.006], [0.052, 0.000, 0.108], [0.013, 0.167, 0.063], [-0.042, -0.039, -0.058], [-0.023, 0.077, -0.090], [0.015, -0.047, -0.100], [0.004, -0.092, 0.084], [-0.029, 0.124, -0.030], [0.030, 0.077, 0.030], [-0.074, -0.096, -0.055], [-0.055, 0.055, 0.029], [0.055, 0.004, -0.002], [0.073, -0.062, 0.007], [-0.005, -0.030, -0.074], [0.117, 0.052, -0.007], [-0.048, 0.007, 0.050], [0.048, 0.047, 0.025], [0.017, -0.017, 0.039], [-0.006, 0.035, 0.022], [-0.073, -0.038, -0.012], [0.007, -0.001, -0.065], [-0.117, 0.000, 0.156], [-0.083, 0.054, -0.090], [-0.021, -0.003, 0.106], [0.018, -0.062, 0.112], [0.032, -0.035, 0.060], [0.019, -0.019, -0.043], [-0.004, -0.052, 0.039], [0.108, 0.043, -0.032], [-0.133, -0.017, -0.059], [0.073, 0.064, -0.053], [-0.001, 0.057, 0.045], [-0.064, 0.012, -0.301], [0.364, -0.180, -0.189], [-0.630, 0.309, 0.129], [0.759, -1.076, 0.497], [-0.659, 0.948, -0.422], [-0.065, -0.074, -0.035], [0.992, -0.070, -0.759], [-0.260, 0.179, -0.188], [0.103, 0.271, -0.171], [0.404, -0.455, 0.758], [-0.859, 0.251, 0.592], [-0.121, -0.013, 0.033], [0.038, 0.028, -0.029], [-0.021, -0.030, 0.045], [-0.140, 0.269, 0.056], [0.645, -0.419, 0.290], [0.239, 0.029, -0.179], [-0.240, 0.295, -0.325], [0.074, -0.044, 0.012], [-0.053, -0.069, 0.094], [-0.050, 0.040, 0.032], [-0.107, 0.143, -0.092], [-0.130, 0.038, 0.052], [0.043, 0.374, -0.277], [0.045, -0.207, 0.384], [-0.148, 0.021, 0.079], [0.069, 0.032, -0.012]], "mulliken_charge": [0.76, -0.84, -0.46, 0.90, -0.80, -0.87, -0.53, 0.14, -0.94, 0.65, 0.72, -1.37, -1.59, 0.56, -0.28, 0.35, 0.56, -1.01, -1.66, 0.64, 0.64, -0.89, -0.16, -0.82, 0.88, -0.46, -0.84, -0.79, -0.27, 0.51, 0.31, 0.45, 0.25, -0.09, -0.46, -0.83, 0.93, -0.48, -0.81, -0.99, -0.12, 0.74, -1.25, -1.69, 0.46, 0.30, -1.40, -1.58, -0.46, -0.04, -0.48, -0.71, 0.95, -0.48, -0.81, -0.72, -0.48, 0.25, 0.31, 0.33, 0.36, 0.62, 0.28, 0.51, 0.71, 0.51, 0.39, 0.51, 0.58, 0.44, 0.24, 0.31, 0.33, 0.37, 0.59, 0.65, 0.33, 0.23, 0.33, 0.30, 0.40, 0.52, 0.60, 0.56, 0.56, 0.49, 0.50, 0.21, 0.26, 0.27, 0.34, 0.40, 0.69, -0.05, 0.57, -0.32, 0.41, 0.18, -0.72, 0.32, -0.90, -0.36, -0.31, 0.02, -0.68, 0.45, 0.52, -0.65, 0.51, -0.50, -0.57, 0.49, 0.04, 0.20, 0.29, 0.35, -0.27, 0.80, 0.24, -0.63], "spin_multiplicity": 1, "orbital_gap_ha": [0.14980, 0.15001], "lumo_energy_ev": [3.561, 3.560], "charge": -2}